Entry 1:
Below is one molecule with the formula C2H2F3NO in a non-equilibrium geometry, with properties calculated with the ωB97M-V functional and the def2-TZVPD basis.

HOMO energy = -9.7 eV
structure (SMILES) = C=[N+]([O-])C(F)(F)F
energy above the lowest of the compared OMol25 structures with the same formula, charge and spin = 85.53 kcal per mole
E_LUMO = 0.6719 eV
HOMO-LUMO gap = 10.3859 eV

Last column: Mulliken charge in e.
CARTESIAN COORDINATES (ANGSTROEM)
C -0.9232 -0.6387 0.5992  -0.408
N 0.3038 -0.6067 0.2804  0.527
O 1.2521 -1.2900 0.5751  -0.639
C 0.5168 0.7154 -0.6065  0.640
F 0.1621 1.7488 0.1066  -0.203
F 1.8557 0.9148 -0.7330  -0.216
F -0.1429 0.6336 -1.7613  -0.197
H -1.2426 -1.3818 1.4151  0.264
H -1.7818 -0.0954 0.1244  0.231


Entry 2:
Below is one molecule with the formula C15H15ClN2O in a non-equilibrium geometry, with properties calculated with the ωB97M-V functional and the def2-TZVPD basis.

HOMO energy = -8.7 eV
structure (SMILES) = CN1CCC[C@H]2C(=O)N=C(c3ccc(Cl)cc3)C=C21
energy above the lowest of the compared OMol25 structures with the same formula, charge and spin = 21.12 kcal per mole
E_LUMO = -0.7567 eV
HOMO-LUMO gap = 7.9522 eV

Last column: Mulliken charge in e.
CARTESIAN COORDINATES (ANGSTROEM)
C -2.3347 -1.1500 -2.0749  -0.941
N -1.5757 -1.6814 -0.9109  0.058
C -2.1948 -2.8040 -0.1960  -0.835
C -3.0254 -2.3624 1.0298  -0.393
C -2.1072 -1.5188 1.8905  -0.903
C -1.6691 -0.2715 1.1118  0.837
C -0.7755 0.5973 1.9905  -0.149
O -1.0588 0.8366 3.1458  -0.625
N 0.3954 1.1465 1.5564  -0.607
C 0.8648 0.8275 0.3844  0.832
C 2.0798 1.5171 -0.0800  0.510
C 2.7755 2.4073 0.7869  -0.355
C 3.9267 3.0642 0.4194  -0.568
C 4.5017 2.8667 -0.8303  0.237
Cl 5.9895 3.7071 -1.3575  -0.208
C 3.8582 2.0277 -1.7169  -0.791
C 2.6461 1.3687 -1.3595  -0.251
C 0.2313 -0.2006 -0.4443  -0.616
C -0.9656 -0.7249 -0.0875  -0.297
H -3.4167 -1.0374 -1.8655  0.285
H -1.9456 -0.2048 -2.4291  0.366
H -2.2242 -1.8796 -2.9001  0.320
H -1.3883 -3.4930 0.0703  0.329
H -2.8543 -3.3841 -0.8761  0.412
H -3.4079 -3.2293 1.5795  0.367
H -3.8853 -1.7478 0.6990  0.251
H -2.6328 -1.2987 2.8279  0.306
H -1.2572 -2.1506 2.1472  0.366
H -2.4676 0.4120 0.8112  0.198
H 2.3600 2.5654 1.7663  0.470
H 4.4259 3.7719 1.0959  0.362
H 4.2386 1.7598 -2.6976  0.374
H 2.1997 0.7337 -2.1128  0.270
H 0.6933 -0.4704 -1.3736  0.389


Entry 3:
Below is one molecule with the formula C31H37N3O7 in a non-equilibrium geometry, with properties calculated with the ωB97M-V functional and the def2-TZVPD basis.

HOMO energy = -7.7 eV
structure (SMILES) = COc1ccc(/C=N/NC(=O)c2cc(OC)c(OC)c(OC)c2)cc1CN1CCc2cc(OC)c(OC)cc2[C@H]1C
E_LUMO = 0.5506 eV
HOMO-LUMO gap = 8.2097 eV

Last column: Mulliken charge in e.
CARTESIAN COORDINATES (ANGSTROEM)
C 4.9724 1.3915 -1.6098  -0.935
O 3.5856 1.6429 -1.5777  -0.398
C 2.7271 0.5984 -1.7068  0.869
C 3.1365 -0.7023 -1.9866  -0.753
C 2.2149 -1.7234 -2.1003  -0.953
C 0.8576 -1.4656 -1.9402  0.001
C -0.1119 -2.5371 -1.9441  -0.664
N -1.2949 -2.3163 -1.5313  0.603
N -2.2055 -3.2941 -1.4612  -0.665
C -3.4101 -3.1194 -0.8229  -0.382
O -4.1216 -4.0767 -0.5979  -0.668
C -3.7156 -1.7225 -0.4319  -0.623
C -3.5235 -0.6691 -1.3120  -0.112
C -3.7891 0.6396 -0.9274  1.087
O -3.6046 1.7075 -1.7759  -0.462
C -3.2286 1.4569 -3.1075  -0.850
C -4.2414 0.9015 0.3749  0.831
O -4.5119 2.1084 0.9375  -0.462
C -4.4698 3.3024 0.1904  -0.770
C -4.4535 -0.1844 1.2539  0.726
O -4.9038 0.1668 2.4893  -0.456
C -5.1614 -0.8575 3.4178  -0.972
C -4.2057 -1.4827 0.8462  -0.753
C 0.4527 -0.1489 -1.7033  0.274
C 1.3548 0.8830 -1.5615  1.054
C 0.8735 2.2904 -1.2614  -2.020
N 0.4316 2.5962 0.0909  0.384
C -0.7518 1.9000 0.5443  -0.452
C -0.4998 0.5459 1.2611  0.045
C 0.9536 0.1705 1.2975  -0.736
C 1.3343 -1.1621 1.2955  -0.076
C 2.6680 -1.5438 1.3028  0.513
O 3.0780 -2.8541 1.2160  -0.418
C 2.0975 -3.8547 1.1226  -0.800
C 3.6510 -0.5440 1.3744  0.257
O 5.0111 -0.7447 1.3608  -0.440
C 5.5453 -1.9270 1.9144  -0.884
C 3.2607 0.7889 1.3862  -0.855
C 1.9307 1.1619 1.3190  0.645
C 1.4489 2.5810 1.1423  0.710
C 2.5457 3.6067 0.8832  -2.069
H 5.2676 0.6876 -0.8267  0.318
H 5.2891 1.0150 -2.5877  0.386
H 5.4483 2.3548 -1.4293  0.260
H 4.1832 -0.9327 -2.1024  0.389
H 2.5574 -2.7296 -2.2966  0.415
H 0.2224 -3.5342 -2.2610  0.444
H -1.9586 -4.2534 -1.7234  0.261
H -3.1721 -0.8799 -2.3068  0.480
H -3.9656 0.8356 -3.6259  0.357
H -3.1873 2.4367 -3.5820  0.282
H -2.2426 0.9847 -3.1731  0.223
H -4.7785 4.0794 0.8899  0.279
H -3.4639 3.5199 -0.1741  0.195
H -5.1635 3.2781 -0.6527  0.287
H -4.2537 -1.4202 3.6604  0.369
H -5.9294 -1.5482 3.0555  0.373
H -5.5226 -0.3551 4.3138  0.244
H -4.3692 -2.3227 1.5003  0.536
H -0.6042 0.0372 -1.6049  -0.041
H 1.6693 2.9929 -1.5088  0.559
H 0.0183 2.5067 -1.9111  0.485
H -1.4101 1.7549 -0.3103  -0.386
H -1.2645 2.5746 1.2408  0.349
H -1.0714 -0.2516 0.7830  -0.515
H -0.8588 0.6249 2.2915  0.781
H 0.5576 -1.9092 1.2523  0.431
H 1.4649 -3.8879 2.0158  0.358
H 2.6457 -4.7925 1.0371  0.269
H 1.4675 -3.7183 0.2377  0.228
H 5.4161 -2.7821 1.2476  0.232
H 5.0906 -2.1557 2.8812  0.306
H 6.6086 -1.7283 2.0526  0.324
H 4.0444 1.5273 1.4263  0.488
H 0.9146 2.8888 2.0536  0.475
H 2.0870 4.5585 0.6265  0.421
H 3.1449 3.7402 1.7802  0.444
H 3.1919 3.2940 0.0698  0.323